Below is C17H37BrCaClLiN3O10P as an isolated structure, with properties calculated with ωB97M-V with the def2-TZVPD basis set.

The geometry in XYZ format:
```
72
Properties=species:S:1:pos:R:3:forces:R:3:lowdin_charge:R:1
C 2.926 3.908 1.628 0.10 0.26 0.08 -0.1073
O 2.923 2.771 0.814 -0.14 0.13 -0.41 -0.1709
C 2.165 1.728 1.386 0.84 -0.23 -0.21 -0.2164
C 2.184 0.576 0.403 0.06 0.33 -0.46 -0.1411
C 0.803 0.158 -0.082 1.19 -0.23 1.17 -0.1209
C 0.514 -1.331 -0.264 -1.63 0.04 -1.69 -0.4373
C -0.893 -1.390 -0.932 -0.42 0.34 0.84 -0.0066
C -2.041 -1.701 0.000 -0.06 -0.43 -0.30 -0.4671
O -2.225 -2.842 0.327 -0.21 -1.60 0.46 0.0916
N -2.916 -0.730 0.464 0.59 1.08 0.05 -0.1386
C -2.236 0.547 0.622 -1.03 0.56 0.12 -0.0527
C -4.149 -0.691 -0.289 -0.42 -0.24 0.30 -0.1211
O 1.291 -2.040 -1.181 1.27 0.52 -0.31 0.0295
C 2.596 -2.513 -0.918 -0.24 -0.11 -0.34 -0.4242
O 2.658 -3.545 -0.346 0.00 -1.33 1.30 0.1334
C 3.744 -1.846 -1.575 0.30 0.56 0.41 -0.0421
C 5.125 -1.758 -0.826 -0.29 0.49 0.98 -0.3425
C 5.337 -2.542 0.490 -0.18 0.20 -0.77 -0.1472
C 5.548 -0.293 -0.600 -0.05 -0.42 -0.24 -0.0568
P 0.512 -1.977 1.413 1.44 1.56 1.99 0.6608
N 1.889 -1.876 2.151 -0.39 -2.06 0.27 -0.1371
O 0.196 -3.679 1.395 -1.95 0.91 -1.22 -0.3901
O -0.545 -1.240 2.333 -0.84 -2.94 -1.68 -0.1485
H 2.028 3.976 2.224 -0.43 0.03 0.23 0.0844
H 3.777 3.941 2.294 0.39 -0.22 0.36 0.0857
H 2.980 4.781 1.007 0.02 0.45 -0.44 0.0817
H 1.165 2.064 1.612 -0.33 0.16 0.17 0.0916
H 2.686 1.405 2.278 -0.18 -0.03 0.73 0.1317
H 2.806 -0.212 0.785 0.06 -0.53 0.13 0.0893
H 2.705 0.976 -0.444 0.44 0.14 -0.61 0.1010
H 0.091 0.520 0.638 -0.22 0.15 0.28 0.0697
H 0.584 0.696 -0.980 -0.25 -0.02 -0.81 0.1437
H -1.069 -0.465 -1.436 -0.04 0.57 -0.35 0.1129
H -0.936 -2.130 -1.701 0.17 -0.80 -0.27 0.1388
H -2.980 1.304 0.756 -0.44 0.55 0.21 0.0959
H -1.630 0.877 -0.204 -0.03 0.02 -0.50 0.0915
H -1.638 0.535 1.506 0.10 0.01 0.26 0.0406
H -4.048 -0.691 -1.370 -0.06 -0.10 -0.55 0.0019
H -4.714 -1.580 -0.043 -0.41 -0.96 -0.30 0.0556
H -4.748 0.164 -0.009 -0.11 0.71 0.07 0.0729
H 3.398 -0.881 -1.891 0.02 0.67 -0.12 0.1049
H 3.914 -2.377 -2.495 -0.12 -0.54 -0.49 0.1325
H 5.870 -2.138 -1.496 0.09 -0.53 -0.60 0.1101
H 4.934 -2.190 1.448 -0.37 0.19 -0.71 -0.0875
H 5.072 -3.567 0.337 -0.34 -0.77 0.11 0.0522
H 6.400 -2.556 0.650 0.63 0.11 0.15 0.0691
H 4.799 0.403 -0.917 -0.48 0.52 0.04 0.0485
H 6.422 -0.067 -1.183 0.52 0.13 -0.27 0.0707
H 5.803 -0.134 0.430 -0.05 0.25 0.53 0.0784
H 1.809 -1.306 2.990 0.58 0.14 0.01 0.0377
H -0.572 -3.870 1.957 -1.67 0.56 -1.37 0.0444
H -0.208 -0.355 2.639 -0.46 1.47 0.63 0.0119
Li -5.596 -1.131 1.617 0.52 0.21 -0.43 0.8831
N -0.987 2.064 3.292 -0.83 0.41 -0.39 -0.5434
O -1.359 2.408 4.404 0.32 -0.28 -0.12 0.0300
O -0.254 1.014 3.163 0.45 0.24 0.45 -0.1162
O -1.324 2.686 2.265 0.54 -0.35 0.44 -0.0167
C -5.068 3.267 -1.991 0.00 -0.12 0.21 -0.0586
C -5.122 1.814 -2.447 -0.33 0.79 0.00 -0.5247
C -5.028 1.624 -3.928 -0.32 -0.60 -0.32 -0.1439
O -6.340 1.212 -1.973 0.26 -0.32 0.71 -0.0788
H -5.909 3.829 -2.404 0.03 0.01 -0.11 0.0785
H -5.136 3.339 -0.902 0.05 0.00 -0.02 0.0700
H -4.142 3.744 -2.311 0.01 0.03 -0.04 0.0803
H -4.299 1.257 -1.996 -0.15 0.01 0.06 0.0942
H -5.860 2.097 -4.468 0.03 0.05 0.19 0.0833
H -5.057 0.519 -4.051 0.02 1.04 -0.49 -0.1096
H -4.093 2.015 -4.329 0.06 -0.11 -0.02 0.0821
H -7.081 1.695 -2.346 0.01 0.06 -0.17 0.0823
Ca 1.216 -4.374 2.960 4.52 0.40 2.01 1.6292
Br -3.880 -1.409 -4.011 0.52 -0.70 0.57 -0.3805
Cl 5.212 -2.486 3.661 -0.73 -0.48 0.60 -0.5491
```
Forces are in eV/Å.

Computed properties:
Gap between HOMO and LUMO (eV): 2.904
Spin multiplicity: 1